(1)
{
  "formula": "C42H35Br2GeN2O7Ta",
  "method": "the ωB97M-V functional and the def2-TZVPD basis",
  "e_lumo_ha": -0.028,
  "relative_energy_kj_mol": 0.00,
  "species": ["Ta", "O", "C", "O", "C", "C", "C", "C", "C", "O", "C", "C", "O", "O", "H", "H", "H", "H", "H", "H", "H", "H", "O", "C", "C", "C", "C", "C", "C", "N", "H", "H", "H", "H", "H", "H", "H", "Br", "C", "C", "C", "Br", "C", "C", "C", "C", "N", "C", "C", "O", "H", "H", "H", "H", "C", "Ge", "C", "C", "C", "C", "C", "C", "C", "C", "C", "C", "C", "C", "C", "C", "C", "C", "C", "C", "H", "H", "H", "H", "H", "H", "H", "H", "H", "H", "H", "H", "H", "H", "H", "H"],
  "coordinates": [[-0.17245, 0.12080, -0.89109], [0.55450, -0.54900, -4.95852], [0.91331, -0.35555, -3.82701], [0.08604, -0.26235, -2.80067], [2.38265, -0.32638, -3.42958], [2.63544, -1.45685, -2.40534], [4.13520, -1.72492, -2.27859], [4.59962, -0.47304, -1.48932], [3.27874, 0.27169, -1.28434], [2.32624, -0.81394, -1.15179], [2.82266, 0.92410, -2.59730], [1.65849, 1.89224, -2.39308], [1.37764, 2.71778, -3.22809], [1.00859, 1.73243, -1.25955], [2.97879, -0.45028, -4.32846], [2.00728, -2.33591, -2.52897], [4.30842, -2.63778, -1.71107], [4.61326, -1.82942, -3.25127], [5.03570, -0.74651, -0.53025], [5.32393, 0.13271, -2.03246], [3.21198, 0.90765, -0.40569], [3.61962, 1.46106, -3.10646], [-0.37840, 1.66709, 0.88789], [0.28272, 2.89323, 1.18205], [1.64683, 2.68087, 1.78458], [2.36849, 3.77360, 2.25898], [3.61591, 3.55392, 2.80908], [4.09855, 2.25247, 2.88111], [3.30308, 1.23285, 2.39149], [2.10357, 1.43671, 1.84483], [-0.33851, 1.07389, 1.65752], [-0.34584, 3.46930, 1.86604], [0.35154, 3.44012, 0.24443], [1.94922, 4.77050, 2.19160], [4.20502, 4.38144, 3.18310], [5.06556, 2.03346, 3.31288], [3.63044, 0.19919, 2.43986], [0.91375, -1.52712, 3.84160], [0.53453, -2.61602, 2.35364], [0.60245, -4.01432, 2.46683], [0.31047, -4.82070, 1.40432], [0.41469, -6.70029, 1.61309], [-0.06735, -4.26954, 0.15593], [-0.41123, -4.98665, -1.00646], [-0.75895, -4.29813, -2.13970], [-0.74706, -2.89977, -2.14254], [-0.42574, -2.19707, -1.07370], [-0.11136, -2.86395, 0.06536], [0.17531, -2.01492, 1.16844], [0.06112, -0.72948, 0.96457], [0.88669, -4.44859, 3.41504], [-0.40082, -6.06770, -0.99116], [-1.03695, -4.81826, -3.04536], [-0.99338, -2.33900, -3.03571], [-2.08613, 0.40062, -0.96274], [-3.17312, 1.72494, -0.09029], [-4.99443, 1.63758, -0.83060], [-5.17823, 1.62953, -2.21292], [-6.45132, 1.60138, -2.76391], [-7.56562, 1.58246, -1.93456], [-7.39905, 1.58993, -0.55710], [-6.12128, 1.61711, -0.01203], [-2.49284, 3.53553, -0.45789], [-2.81388, 4.64381, 0.32399], [-2.26984, 5.89278, 0.05262], [-1.40641, 6.05616, -1.02290], [-1.11021, 4.97134, -1.83831], [-1.65763, 3.72599, -1.55846], [-3.26332, 1.28007, 1.83016], [-3.23546, 2.18954, 2.88459], [-3.23176, 1.75837, 4.20691], [-3.25605, 0.40261, 4.49807], [-3.28360, -0.51959, 3.45898], [-3.28343, -0.08192, 2.14244], [-2.58970, -0.03563, -1.83314], [-4.31545, 1.64961, -2.87237], [-6.57487, 1.59689, -3.83991], [-8.56024, 1.56229, -2.36229], [-8.26405, 1.57308, 0.09465], [-6.00144, 1.61407, 1.06683], [-3.50622, 4.54752, 1.15289], [-2.52683, 6.73965, 0.67770], [-0.98040, 7.02922, -1.23470], [-0.44133, 5.07773, -2.68301], [-1.39628, 2.88911, -2.19375], [-3.20451, 3.25446, 2.68817], [-3.20637, 2.48595, 5.00917], [-3.24949, 0.06633, 5.52722], [-3.29618, -1.58122, 3.67541], [-3.27586, -0.80998, 1.33729]]
}


(2)
{
  "formula": "C42H35F7",
  "method": "the ωB97M-V functional and the def2-TZVPD basis",
  "spin_multiplicity": 2,
  "e_lumo_ha": [0.082, 0.082],
  "charge": -1,
  "relative_energy_kj_mol": 142.95,
  "s_squared": 0.76,
  "species": ["F", "C", "C", "C", "C", "C", "C", "H", "H", "H", "H", "H", "F", "C", "C", "C", "C", "C", "C", "H", "H", "H", "H", "H", "F", "C", "C", "C", "C", "C", "C", "H", "H", "H", "H", "H", "F", "C", "C", "C", "C", "C", "C", "H", "H", "H", "H", "H", "F", "C", "C", "C", "C", "C", "C", "H", "H", "H", "H", "H", "F", "C", "C", "C", "C", "C", "C", "H", "H", "H", "H", "H", "F", "C", "C", "C", "C", "C", "C", "H", "H", "H", "H", "H"],
  "coordinates": [[5.86808, 1.51718, 0.59676], [5.20501, 2.58518, 1.12648], [5.28010, 3.78469, 0.53941], [4.60740, 4.83705, 1.06356], [3.69414, 4.63341, 2.09240], [3.47970, 3.30467, 2.59032], [4.27067, 2.28746, 2.11486], [5.89180, 3.95268, -0.33465], [4.66891, 5.82062, 0.62175], [3.01904, 5.33774, 2.55561], [2.80509, 3.13020, 3.41546], [4.16190, 1.24248, 2.36507], [-8.52424, 3.07632, -0.74490], [-7.59818, 2.07069, -0.50017], [-6.90158, 1.23969, -1.45510], [-5.68546, 0.55523, -1.18974], [-5.27006, 0.60720, 0.11589], [-5.91246, 1.40823, 1.04986], [-7.02981, 2.12303, 0.75532], [-7.29651, 1.16938, -2.45784], [-5.16933, -0.02550, -1.93992], [-4.44796, -0.04648, 0.36740], [-5.44346, 1.34770, 2.02083], [-7.54377, 2.60364, 1.57462], [2.23044, -1.23201, 2.76076], [1.08320, -1.14470, 1.96432], [-0.01983, -1.97063, 2.13094], [-1.09799, -1.86268, 1.30670], [-1.08031, -1.02451, 0.18047], [-0.08760, -0.11579, 0.06564], [1.01898, -0.19581, 0.99484], [0.04461, -2.61436, 2.99573], [-1.98989, -2.44044, 1.49933], [-1.92509, -1.04910, -0.49194], [-0.25420, 0.62459, -0.70278], [1.92107, 0.37833, 0.84326], [2.01077, 1.24723, -1.41479], [2.04567, 2.59119, -1.60188], [1.67218, 3.42822, -0.58851], [1.84015, 4.75758, -0.70763], [2.41160, 5.36740, -1.80576], [2.82442, 4.52256, -2.86087], [2.61453, 3.08517, -2.81615], [1.25698, 3.09228, 0.35019], [1.52684, 5.46893, 0.04218], [2.60487, 6.42864, -1.85882], [3.44974, 4.94120, -3.63554], [2.82180, 2.45684, -3.66974], [5.85206, -3.33048, 3.22952], [4.84472, -3.52217, 4.11733], [3.52318, -3.50464, 3.66144], [2.49806, -3.60686, 4.58805], [2.81095, -3.65933, 5.93306], [4.09169, -3.68008, 6.30491], [5.12428, -3.67009, 5.45270], [3.42488, -3.51723, 2.58599], [1.47269, -3.75229, 4.28165], [2.03157, -3.70165, 6.67950], [4.30039, -3.81531, 7.35589], [6.11085, -3.76236, 5.88232], [-5.58382, -4.68608, 0.80870], [-4.54628, -4.46640, 0.08008], [-4.60009, -3.65000, -1.08854], [-3.41678, -3.32102, -1.73773], [-2.17802, -3.83981, -1.34090], [-2.05837, -4.70378, -0.19388], [-3.28162, -5.02075, 0.42964], [-5.51351, -3.09182, -1.23177], [-3.60092, -2.62899, -2.54618], [-1.25279, -3.69329, -1.87837], [-1.03904, -4.92724, 0.08438], [-3.27914, -5.59777, 1.34257], [0.88778, 0.64885, -7.23783], [0.06749, 0.33098, -6.22668], [-1.24527, 0.10376, -6.43209], [-2.10574, -0.24824, -5.41820], [-1.54922, -0.36339, -4.12893], [-0.21209, -0.18541, -3.83210], [0.51501, 0.23050, -4.93238], [-1.61078, 0.32384, -7.42424], [-3.15472, -0.37799, -5.64000], [-2.20017, -0.62308, -3.30720], [0.25873, -0.29855, -2.86674], [1.56173, 0.30518, -4.67702]]
}


(3)
{
  "formula": "C42H35N3P2V",
  "method": "the ωB97M-V functional and the def2-TZVPD basis",
  "spin_multiplicity": 3,
  "e_lumo_ha": [-0.136, -0.151],
  "charge": 1,
  "s_squared": 2.05,
  "species": ["V", "C", "P", "C", "C", "C", "C", "C", "C", "C", "C", "C", "C", "C", "C", "C", "C", "C", "C", "C", "P", "C", "C", "C", "C", "C", "C", "C", "C", "C", "C", "C", "C", "N", "H", "H", "H", "H", "H", "H", "H", "H", "H", "H", "H", "H", "H", "H", "H", "H", "H", "H", "H", "H", "H", "H", "H", "H", "H", "H", "C", "C", "C", "C", "C", "C", "N", "N", "C", "C", "C", "C", "C", "C", "H", "H", "H", "H", "H", "H", "H", "H", "H"],
  "coordinates": [[0.29449, -0.27590, -0.00179], [2.23398, -0.83374, 2.48479], [0.63372, 0.08336, 2.32038], [-0.76221, -0.95173, 2.86669], [-0.74488, -2.34408, 2.87860], [-1.92233, -3.05111, 3.08301], [-3.11827, -2.37766, 3.27486], [-3.14412, -0.98859, 3.27341], [-1.97658, -0.27947, 3.05411], [0.82034, 1.32640, 3.63521], [1.49985, 2.51316, 3.37560], [1.80401, 3.37380, 4.41946], [1.42400, 3.06042, 5.71568], [0.73403, 1.88390, 5.97338], [0.43755, 1.01158, 4.93878], [2.95242, -0.57834, 1.19204], [4.28158, -0.58221, 0.86215], [4.36506, -0.39317, -0.54760], [3.08140, -0.27894, -1.01464], [2.51199, -0.22470, -2.39870], [0.77464, 0.34582, -2.20550], [-0.05518, -0.11776, -3.75539], [0.06978, 0.66274, -4.90540], [-0.58799, 0.29317, -6.06699], [-1.35576, -0.86317, -6.09557], [-1.45276, -1.66284, -4.96762], [-0.81114, -1.28723, -3.79682], [0.88682, 2.15805, -2.25795], [2.03649, 2.82458, -1.84197], [2.08147, 4.21179, -1.86771], [0.98537, 4.93844, -2.30779], [-0.17295, 4.27915, -2.69763], [-0.22878, 2.89692, -2.65738], [2.19782, -0.36586, 0.04743], [2.03742, -1.90185, 2.62044], [2.80358, -0.48154, 3.34219], [0.18187, -2.88920, 2.74458], [-1.89927, -4.13315, 3.08889], [-4.03399, -2.93502, 3.42393], [-4.07459, -0.46040, 3.43528], [-1.99371, 0.80476, 3.03083], [1.79453, 2.76294, 2.36274], [2.34052, 4.29332, 4.22606], [1.66842, 3.72898, 6.53040], [0.42533, 1.63481, 6.98008], [-0.08366, 0.08563, 5.13892], [5.11156, -0.70940, 1.53912], [5.26804, -0.35983, -1.13635], [2.46358, -1.22683, -2.83587], [3.07273, 0.41641, -3.07926], [0.68158, 1.55442, -4.89518], [-0.50371, 0.91472, -6.94858], [-1.87649, -1.13956, -7.00298], [-2.03295, -2.57544, -5.00174], [-0.89788, -1.90834, -2.91385], [2.90047, 2.26548, -1.50040], [2.97792, 4.72954, -1.55239], [1.03784, 6.01856, -2.34689], [-1.03355, 4.84198, -3.03559], [-1.13961, 2.38197, -2.93775], [-0.16187, -5.70265, -0.61873], [-1.47529, -5.25024, -0.63853], [-1.75425, -3.89663, -0.58466], [-0.70214, -2.98553, -0.51600], [0.61942, -3.43770, -0.50955], [0.88552, -4.79423, -0.55361], [-0.91522, -1.59068, -0.41632], [-2.12202, -1.16220, -0.41666], [-2.27268, 0.20364, -0.24731], [-3.58415, 0.69939, -0.25822], [-3.80203, 2.04436, -0.05255], [-2.72120, 2.90026, 0.16079], [-1.41891, 2.41267, 0.16976], [-1.16739, 1.06487, -0.03242], [0.04609, -6.76340, -0.65964], [-2.28717, -5.96320, -0.69296], [-2.77096, -3.52981, -0.58880], [1.43046, -2.71605, -0.47657], [1.90941, -5.14268, -0.53575], [-4.40192, 0.00899, -0.42664], [-4.81279, 2.42951, -0.05255], [-2.89757, 3.95681, 0.32051], [-0.59321, 3.09477, 0.34075]]
}


(4)
{
  "formula": "C42H36F5IrN4PS",
  "method": "the ωB97M-V functional and the def2-TZVPD basis",
  "spin_multiplicity": 2,
  "e_lumo_ha": [-0.217, -0.275],
  "charge": 2,
  "relative_energy_kj_mol": 15.70,
  "s_squared": 0.76,
  "species": ["Ir", "F", "C", "C", "F", "C", "F", "C", "S", "C", "F", "C", "F", "C", "C", "N", "C", "C", "C", "C", "C", "C", "C", "C", "C", "N", "C", "H", "H", "H", "H", "H", "H", "H", "H", "C", "C", "C", "C", "C", "C", "P", "C", "C", "C", "C", "C", "C", "C", "C", "C", "C", "C", "C", "H", "H", "H", "H", "H", "H", "H", "H", "H", "H", "H", "H", "H", "H", "C", "C", "N", "C", "C", "C", "C", "N", "H", "H", "H", "H", "H", "H", "H", "H", "H", "H", "H", "H", "H", "H"],
  "coordinates": [[0.49530, 0.38500, -0.19495], [-2.33678, -3.68197, -5.75446], [-1.89115, -2.73264, -4.95759], [-2.58593, -2.41707, -3.79721], [-3.69192, -3.07620, -3.48539], [-2.11690, -1.41751, -2.97065], [-2.80620, -1.15463, -1.85566], [-0.94298, -0.72170, -3.25187], [-0.37640, 0.63843, -2.29377], [-0.26677, -1.05997, -4.42257], [0.86356, -0.43266, -4.74155], [-0.72846, -2.04734, -5.27407], [-0.06320, -2.34354, -6.37837], [3.17741, 3.37463, 1.88610], [2.73836, 2.30343, 1.10145], [1.46521, 2.10737, 0.81212], [0.53872, 2.96547, 1.31524], [0.89133, 4.07666, 2.08852], [2.25700, 4.26892, 2.36822], [-0.13218, 4.96306, 2.55866], [-1.42988, 4.72418, 2.27104], [-1.81661, 3.56709, 1.51868], [-3.16026, 3.26921, 1.22500], [-3.45470, 2.13815, 0.51553], [-2.41825, 1.28998, 0.11322], [-1.14996, 1.53914, 0.38743], [-0.83648, 2.68218, 1.06451], [4.23222, 3.48603, 2.09183], [3.44210, 1.59160, 0.69596], [2.56637, 5.11648, 2.96668], [0.15850, 5.83055, 3.13637], [-2.20508, 5.39993, 2.60813], [-3.94267, 3.93876, 1.55932], [-4.47183, 1.87294, 0.26549], [-2.62206, 0.38079, -0.42436], [3.86626, -1.02706, 4.80370], [4.04058, -0.88347, 3.43255], [2.94226, -0.66616, 2.61747], [1.66284, -0.59987, 3.16910], [1.48968, -0.74491, 4.54317], [2.59585, -0.96060, 5.35456], [0.26034, -0.44639, 2.04370], [-1.20739, 0.00881, 2.98913], [-2.41579, -0.64593, 2.76035], [-3.54967, -0.26600, 3.46526], [-3.48426, 0.77228, 4.38351], [-2.28401, 1.43716, 4.60344], [-1.14678, 1.05945, 3.90724], [-0.06891, -2.00278, 1.23212], [-0.15770, -3.30751, 1.69022], [-0.24900, -4.31775, 0.74475], [-0.18220, -3.99671, -0.60905], [-0.05131, -2.68161, -1.05225], [-0.03855, -1.65112, -0.11989], [4.72264, -1.19729, 5.44215], [5.03256, -0.94535, 3.00445], [3.07038, -0.56738, 1.54718], [0.50159, -0.70891, 4.98143], [2.46029, -1.08191, 6.42075], [-2.46583, -1.46566, 2.05381], [-4.48185, -0.79080, 3.30404], [-4.36817, 1.05780, 4.93836], [-2.23145, 2.23952, 5.32756], [-0.20947, 1.57428, 4.09006], [-0.13958, -3.52581, 2.75126], [-0.32994, -5.35127, 1.05189], [-0.20301, -4.79361, -1.34194], [0.08701, -2.50677, -2.10674], [2.64766, 1.91298, -3.51787], [3.00953, 1.93840, -2.04285], [3.93163, 0.86701, -1.63867], [5.35291, 1.09337, -1.99235], [5.78884, 0.55529, -3.34899], [3.52940, -0.27178, -1.08046], [4.55648, -1.35337, -0.84734], [2.29529, -0.55278, -0.69331], [1.84859, 2.63248, -3.69999], [2.28813, 0.92891, -3.81185], [3.48609, 2.18867, -4.15331], [2.10882, 1.86799, -1.44337], [3.48395, 2.88546, -1.77808], [5.98069, 0.68575, -1.20296], [5.49618, 2.17312, -1.96576], [5.64499, -0.51964, -3.43985], [6.85162, 0.75772, -3.48080], [5.25640, 1.03291, -4.16683], [5.32996, -1.00685, -0.16087], [5.04592, -1.64941, -1.77123], [4.09201, -2.23172, -0.40584], [2.25858, -1.52496, -0.41963]]
}


| no. | calculated total energy (a.u.) |
| --- | --- |
| 1 | -9539.8105 |
| 2 | -2320.3473 |
| 3 | -3412.2394 |
| 4 | -3183.8640 |